(1)
Molecular formula: C17H26Br6Cl6O6
Method: DFT, ωB97M-V with the def2-TZVPD basis set

```
61
Properties=species:S:1:pos:R:3:forces:R:3
O -2.5640 -9.2819 -16.6503 -4.473 0.741 2.749
C -3.0247 -9.3463 -15.5132 -0.503 1.579 -0.864
O -2.3907 -8.7994 -14.4486 -1.243 -2.030 -0.831
C -3.1051 -9.1160 -13.2375 0.437 0.185 -0.195
C -4.3145 -9.9810 -13.6057 1.225 -0.287 -1.697
C -4.3751 -9.9089 -15.1282 0.598 -0.417 -0.034
H -3.3507 -8.1548 -12.7860 0.748 -0.936 -0.387
H -2.4255 -9.7033 -12.6200 -0.108 1.210 -0.774
H -5.1589 -9.6420 -13.0055 0.842 0.403 -2.679
H -4.0579 -11.0163 -13.3812 -0.583 0.394 0.136
H -5.1598 -9.2445 -15.4900 0.261 -0.631 -0.573
H -4.4485 -10.8824 -15.6128 -0.039 0.754 -0.069
O 2.0971 -7.9124 -13.4312 -0.161 0.540 -0.382
C 1.3015 -7.9649 -14.3444 0.794 -1.430 1.378
O 0.5510 -6.9853 -14.7289 -2.210 2.055 -1.295
C -0.4872 -7.4466 -15.6981 0.393 0.438 -0.256
C -0.0950 -8.8337 -16.1846 2.311 0.932 1.850
C 0.9885 -9.1936 -15.0955 -0.416 0.809 -0.702
H -0.5401 -6.7548 -16.5388 0.211 0.335 0.454
H -1.4509 -7.5083 -15.1926 0.918 0.944 -0.184
H 0.3720 -8.8066 -17.1692 0.305 0.314 1.138
H -0.9641 -9.4818 -16.2971 2.726 2.189 0.856
H 1.9144 -9.4928 -15.5866 -0.210 0.186 0.666
H 0.6567 -9.9227 -14.3563 0.296 0.134 -0.038
O 1.2477 -11.1815 -15.9664 -0.323 -3.355 -0.611
C 0.2386 -11.8148 -15.8116 -0.044 0.303 -1.196
O 0.2174 -12.9389 -15.0904 -0.508 -0.857 1.052
C -1.1253 -13.4589 -14.9598 -0.344 0.039 -0.022
C -2.0212 -12.3545 -15.5158 -1.424 -1.637 -2.160
C -1.1734 -11.5496 -16.4180 1.296 -0.416 2.442
H -1.4425 -13.6109 -13.9281 1.105 -0.509 -0.308
H -1.2152 -14.4418 -15.4223 0.172 0.228 -0.534
H -2.5630 -11.8044 -14.7464 0.356 -0.052 -1.178
H -2.7808 -12.7783 -16.1727 -0.089 -0.208 0.391
H -1.4272 -10.5007 -16.2642 0.403 -2.831 -0.660
H -1.0895 -11.7963 -17.4764 -1.377 -0.731 1.130
C -5.0946 -13.2463 -15.1803 0.612 0.721 0.365
Cl -4.0401 -13.5501 -13.7120 -2.709 -1.155 -1.012
Cl -4.6147 -14.2840 -16.4860 -0.402 -0.666 -0.384
H -6.1736 -13.2382 -15.0264 0.245 -0.632 0.497
H -4.8267 -12.2318 -15.4756 -0.162 -0.840 0.164
C -5.7812 -10.3358 -9.8664 -0.407 -0.258 0.901
Cl -7.2095 -11.1848 -9.3594 -0.830 -0.567 0.615
Cl -5.6539 -10.4142 -11.6039 -2.297 -1.001 3.150
H -5.8855 -9.3184 -9.4896 0.223 0.020 -0.462
H -4.9040 -10.8010 -9.4167 -0.333 -0.005 -0.088
C -4.8902 -6.6994 -12.6857 -1.302 1.235 -1.787
Cl -4.6293 -7.5843 -11.2253 -0.639 1.290 0.656
Cl -5.3988 -7.6739 -14.1401 -0.938 2.591 0.862
H -5.7264 -6.0054 -12.6005 0.255 -0.086 0.502
H -4.0408 -6.1528 -13.0953 0.281 -0.214 0.719
C -2.9944 -11.6824 -11.1021 1.711 -0.363 0.168
Br -2.8025 -9.8831 -10.4551 1.038 -0.562 1.568
Br -2.2409 -12.9296 -9.7743 -0.457 0.381 -0.688
Br -2.0280 -11.8438 -12.8481 1.532 0.494 5.135
H -4.0565 -11.8853 -11.2400 0.555 -0.265 -0.141
C -1.0991 -9.3205 -18.7720 0.769 -0.435 -1.114
Br -2.3678 -9.8132 -20.2025 0.795 0.371 0.721
Br -0.2276 -7.5739 -18.9994 -0.442 -0.434 -1.352
Br 0.2801 -10.7676 -18.4655 0.924 2.397 -4.207
H -1.6723 -9.1753 -17.8563 0.636 -0.407 -1.400
```
Forces are in eV/Å.

Output
Kohn-Sham gap, eV: 8.363
LUMO energy, eV: -0.6
Strongest force on any atom, eV Å⁻¹: 5.38

natural (NBO) atomic charge list, values in e, 6 entries: -0.6630, 0.8862, -0.5104, -0.1125, -0.5287, -0.5140



(2)
Molecular formula: C3H6O2
Method: DFT, ωB97M-V with the def2-TZVPD basis set

```
11
Properties=species:S:1:pos:R:3:forces:R:3
O -1.5937 1.0638 0.4665 -2.636 -3.515 -1.989
C -2.0435 0.0827 -0.1883 3.971 2.965 0.158
O -1.4037 -1.1074 -0.1984 -0.347 0.007 0.789
H -2.6337 0.0899 -1.1429 -0.517 0.393 1.308
H -0.6797 -1.0875 0.4635 -0.442 0.185 -0.268
C 2.4068 -0.0288 -0.7094 0.421 -0.102 3.639
C 2.5571 0.1021 0.6573 -1.064 1.039 -1.452
H 2.8059 0.7640 -1.3088 -0.182 0.207 -0.474
H 1.9401 -0.8892 -1.1515 0.150 -0.279 -0.273
H 2.8266 1.1657 0.9840 0.051 -1.926 -0.071
H 2.1973 -0.6305 1.4536 0.595 1.026 -1.367
```
Forces are in eV/Å.

Output
SMILES string: O=CO.C=C
Energy relative to the best compared isomer or geometry (same formula, charge and spin), eV: 2.111
Kohn-Sham gap, eV: 10.841
LUMO energy, eV: 0.8
Strongest force on any atom, eV Å⁻¹: 4.96

natural (NBO) atomic charge list, values in e, 6 entries: -0.5816, 0.6222, -0.6787, 0.1396, 0.4982, -0.3902



(3)
Molecular formula: C5H8N
Method: DFT, ωB97M-V with the def2-TZVPD basis set

```
14
Properties=species:S:1:pos:R:3:forces:R:3
C 0.2092 -1.4273 -0.0664 1.615 -1.427 2.325
C 1.1180 -0.4948 0.1767 0.882 -1.822 2.341
C 2.2171 0.3758 0.0695 0.457 -0.311 -1.215
C -0.6831 -0.3398 -0.4861 -1.018 0.005 -2.043
C -1.8889 0.2063 0.2287 0.568 1.572 1.477
N 0.4672 0.7326 -0.1569 -0.516 1.588 -2.102
H 0.2000 -2.5338 0.1281 -0.177 1.458 -0.866
H 2.5453 0.9452 0.9524 -0.518 -0.025 -0.481
H 2.9261 0.3266 -0.8125 -1.227 0.333 0.886
H -0.8139 -0.6021 -1.5619 -0.105 1.356 0.285
H -1.8063 -0.0621 1.3440 -0.464 0.390 -1.672
H -2.8462 -0.0998 -0.2382 0.635 0.229 0.431
H -1.7250 1.3737 0.1610 -1.225 -2.189 0.051
H 0.0806 1.5996 0.2617 1.094 -1.158 0.584
```
Forces are in eV/Å.

Output
Charge: +1
Energy relative to the best compared isomer or geometry (same formula, charge and spin), eV: 6.116
Kohn-Sham gap, eV: 9.403
LUMO energy, eV: -5.0
Strongest force on any atom, eV Å⁻¹: 3.17

natural (NBO) atomic charge list, values in e, 6 entries: -0.2081, 0.0991, -0.0378, 0.0293, -0.6316, -0.5557



(4)
Molecular formula: C15H25Br6Cl6CuO5
Method: DFT, ωB97M-V with the def2-TZVPD basis set

```
58
Properties=species:S:1:pos:R:3:forces:R:3
Cu 1.4063 -4.1437 -0.3732 0.132 0.529 -0.296
C -0.0776 1.3595 1.9277 0.788 -0.168 1.669
C -0.5161 0.2834 0.9792 1.220 0.079 -1.589
O 0.2215 -0.9534 0.9630 -1.211 1.379 0.433
H 0.0819 1.0698 2.9663 -0.558 -0.257 0.177
H -0.7863 2.1870 1.8934 0.084 -0.036 -0.060
H 0.9176 1.7158 1.6618 -0.122 0.181 -0.433
H -0.3522 0.8348 0.0533 -0.017 -0.633 -0.873
H -1.5935 0.1222 0.9416 -0.122 -0.744 0.607
O 4.2674 -1.8287 -0.6238 -0.316 -0.028 0.152
C 4.5905 -0.7909 -0.0982 -0.254 -0.377 -0.501
O 4.6806 0.3432 -0.8113 0.706 0.705 -0.403
C 5.3174 1.4218 -0.0622 -1.082 -0.302 0.705
C 5.6260 0.7966 1.2766 0.816 0.346 1.681
C 4.8644 -0.5582 1.3603 0.372 1.135 -0.607
H 4.6017 2.2064 0.1832 -0.505 -0.119 -0.822
H 6.1477 1.9483 -0.5329 0.037 -0.828 -0.558
H 5.3183 1.5676 1.9829 -0.303 -0.516 0.547
H 6.6943 0.7503 1.4883 0.060 -0.653 -0.312
H 3.8771 -0.4490 1.8089 -0.016 0.093 0.217
H 5.3469 -1.4258 1.8103 0.203 0.341 -0.026
O -0.0416 -2.8488 -3.5078 -1.169 0.374 -0.741
C -1.0197 -2.5673 -4.1801 0.905 0.317 -0.905
O -0.9089 -2.1918 -5.5147 -0.603 0.121 1.391
C -2.2252 -1.9698 -6.1196 -0.172 -1.549 0.254
C -3.2660 -2.3884 -5.0568 -0.474 0.804 0.162
C -2.4830 -2.6261 -3.7592 0.648 -0.301 -1.104
H -2.3255 -2.7057 -6.9175 0.404 0.253 -0.244
H -2.3788 -0.9827 -6.5557 0.553 0.121 0.473
H -3.8511 -3.2401 -5.4037 0.338 -0.192 0.185
H -4.0117 -1.6053 -4.9195 0.108 0.104 0.060
H -2.5726 -3.6569 -3.4163 -0.440 0.257 0.550
H -2.6711 -1.8552 -3.0119 -0.013 -0.395 0.210
C 4.2570 0.3665 6.7818 -0.353 0.638 0.528
Cl 5.6973 -0.5247 6.3855 0.313 -0.466 -0.524
Cl 3.9128 0.1525 8.5351 -0.162 0.315 -0.685
H 4.4650 1.4095 6.5433 -0.065 -0.045 0.480
H 3.3805 0.0790 6.2011 0.247 -0.445 0.188
C -4.2361 4.3864 -1.3988 -0.463 0.974 0.622
Cl -3.6980 5.9172 -2.1709 -0.068 -0.574 0.366
Cl -4.3970 3.0938 -2.5539 0.166 -0.430 -0.158
H -3.5838 4.1387 -0.5614 0.327 -0.087 -0.510
H -5.2155 4.5665 -0.9557 0.041 0.098 -0.308
C -1.5067 -2.3038 5.4588 -0.341 1.344 0.655
Cl -0.1994 -2.1432 6.6893 -0.259 -0.525 -0.616
Cl -2.5654 -3.7173 5.6318 0.652 0.310 -0.187
H -2.1015 -1.4153 5.6705 -0.258 -0.326 -0.033
H -1.1206 -2.1389 4.4529 0.218 -0.775 0.160
C -6.4664 -0.1787 1.7918 -0.414 -0.550 -0.040
Br -7.0714 -0.9618 0.0447 0.257 0.496 1.277
Br -6.7382 -1.3877 3.3413 0.318 0.356 -1.069
Br -7.3309 1.4890 2.2355 0.206 -0.224 -0.444
H -5.4004 -0.0077 1.6418 -0.345 -0.068 0.266
C 1.3918 2.0685 -4.7771 -0.231 1.604 -0.182
Br 1.0872 3.3111 -3.2006 -0.001 -0.949 -1.073
Br 3.1431 2.4333 -5.5084 0.123 -0.594 0.671
Br 0.2270 2.4846 -6.3047 -0.301 -0.327 0.907
H 1.1904 1.0636 -4.4061 0.396 0.211 -0.288
```
Forces are in eV/Å.

Output
Charge: +1
Energy relative to the best compared isomer or geometry (same formula, charge and spin), eV: 3.084
Kohn-Sham gap (alpha / beta), eV: 5.349 / 5.350
LUMO energy (alpha / beta), eV: -6.4 / -6.4
Expectation value of S²: 0.75
Multiplicity: 2
Strongest force on any atom, eV Å⁻¹: 2.01

natural (NBO) atomic charge list, values in e, 6 entries: 0.9917, -0.6311, -0.1582, -0.2784, 0.2149, 0.2359